[1]
Molecular formula: C6H11NO
Method: DFT, ωB97M-V/def2-TZVPD

LUMO: 0.03399 Eh
E_HOMO: -7.167 eV
HOMO-LUMO gap: 8.1 eV
Energy above the lowest of the compared OMol25 structures with the same formula, charge and spin: 591.37 kJ/mol

```
19
Properties=species:S:1:pos:R:3:forces:R:3:nbo_charge:R:1
O -1.153164 -0.619187 -1.846639 -0.136 -0.057 0.001 -0.7200
N 0.230581 -0.724738 3.523620 0.163 0.696 -0.043 -0.6935
C 0.292278 0.721434 0.214951 -0.841 -0.501 -7.137 -0.2632
C 0.367425 0.239691 2.717323 0.114 -2.731 -1.132 0.0780
C -0.119906 1.529518 -2.404932 -0.252 -0.065 -0.487 -0.6674
C -0.036215 0.196289 -1.715451 0.660 1.754 2.310 0.1284
C 0.081645 -1.865845 0.700693 -0.179 -0.204 0.127 -0.7186
C 0.224789 -0.416350 0.731021 0.421 0.930 6.558 0.1138
H -0.331749 1.410583 -3.476788 0.088 0.020 0.030 0.2050
H 0.845959 -0.379830 -1.986786 -0.005 0.020 0.123 0.1661
H 0.818117 2.080220 -2.306155 -0.092 -0.067 0.036 0.2249
H 0.450406 1.775461 0.308556 -0.034 0.027 0.659 0.2273
H 0.381073 -0.483395 4.516144 -0.139 0.054 -0.395 0.3383
H -0.931152 -2.153083 0.408429 0.163 0.026 -0.168 0.2504
H -1.910739 -0.137692 -2.206820 0.301 0.096 0.248 0.4752
H -0.929797 2.140794 -1.989703 0.122 -0.063 0.056 0.2050
H 0.819303 -2.328770 0.040880 -0.146 0.050 -0.060 0.2346
H 0.237359 -2.241530 1.721579 0.036 0.121 -0.105 0.2706
H 0.663788 1.256428 3.050077 -0.244 -0.106 -0.623 0.1450
```
Positions in Å, forces in eV/Å.



[2]
Molecular formula: C24H54O17P2
Method: DFT, ωB97M-V/def2-TZVPD

LUMO: 0.02362 Eh
SMILES string: CCOP(=O)(OCC)OCC.CCOP(=O)(OCC)OCC.CCOC(=O)OC.CCOC(=O)OC.CCOC(=O)OC
E_HOMO: -10.445 eV
HOMO-LUMO gap: 11.1 eV

```
97
Properties=species:S:1:pos:R:3:forces:R:3:mulliken_charge:R:1
P 0.487502 -0.428712 6.858102 0.296 -1.295 0.149 0.8479
P -3.028321 -3.944794 -7.158401 -0.615 0.744 -0.426 0.9014
O -2.227202 5.207347 -1.137522 -0.126 0.386 0.475 -0.3486
O 7.170164 1.691046 0.519576 0.344 0.038 0.003 -0.5594
O -1.080019 -0.248231 6.755683 0.139 0.250 -0.140 -0.3142
O 7.306551 2.083779 2.758177 -0.068 0.129 -0.342 -0.3222
O -2.449796 -3.717204 -8.640836 -0.209 -0.459 0.465 -0.3387
O -2.512166 -5.102315 -6.443582 0.246 -0.233 -0.267 -0.7313
O 5.427043 2.310536 1.762784 -0.870 0.581 0.932 -0.1541
O 1.840013 -1.753915 1.315161 -0.048 -0.804 -0.027 -0.3691
O -2.787733 -2.528103 -6.455565 -0.503 -0.196 -0.208 -0.3485
O -0.195079 4.564719 -1.356475 0.474 1.159 -0.372 -0.4090
O -1.698849 3.026251 -0.796391 -0.132 0.007 0.253 -0.5624
O 1.817461 -1.042326 -0.705306 0.734 -0.364 -0.498 -0.4186
O 1.098412 -1.403609 5.926584 -0.488 0.581 0.393 -0.6625
O 1.067259 1.025537 6.802900 -0.494 0.465 0.082 -0.2682
O 0.634191 -0.792324 8.401418 0.633 0.947 -0.386 -0.2340
O 1.232528 0.369495 0.933455 -0.160 0.896 0.071 -0.5370
O -4.609127 -3.893917 -7.373636 0.580 0.545 0.712 -0.2187
C 4.488105 2.338248 0.691702 -0.129 -0.012 -0.577 -0.3211
C -1.500805 -1.904888 -6.529391 0.900 -0.380 0.703 -0.0763
C 0.867211 3.618486 -1.434151 -0.325 0.184 -0.417 -0.3968
C -5.430899 -5.020151 -7.687744 -0.355 0.223 -0.336 -0.1593
C 6.681666 2.007637 1.572989 0.382 -0.403 -0.414 0.6620
C 0.570652 0.074780 -2.404890 0.492 -0.021 -0.723 -1.2769
C 2.629681 2.743307 7.519301 0.821 -0.238 -0.454 -1.2482
C 1.603258 -0.698961 0.542363 -0.270 -0.316 0.453 0.7855
C -3.502136 5.153390 -0.466058 -1.096 0.964 -1.472 -0.2840
C -6.885586 -4.570181 -7.581100 -0.139 -0.234 0.092 -1.1690
C 0.083823 -1.918547 9.049651 -0.371 -0.193 0.713 -0.1241
C 2.468436 1.307717 7.054079 -0.466 -0.432 0.350 -0.0942
C -3.095907 0.136791 5.531661 0.001 -0.472 1.156 -1.3024
C 8.700730 1.811652 2.707552 0.505 0.123 0.084 -0.6633
C -3.154320 -2.865283 -9.571779 0.491 0.043 -0.182 -0.0794
C 1.647795 -1.535699 2.695852 0.600 1.171 1.743 -0.5176
C -2.117069 -2.105195 -10.358149 0.878 0.691 0.400 -1.2431
C 1.934670 -0.002342 -1.695081 -1.665 0.123 0.209 0.4401
C -0.556634 -2.391256 -5.442306 0.231 -0.970 -0.307 -1.1230
C -4.419967 4.043463 -0.943580 0.097 -1.227 1.736 -0.9608
C -1.843214 -0.710850 5.641362 -0.271 0.068 -1.192 0.1788
C 3.184867 2.812936 1.287605 -0.577 -0.151 0.929 -0.4583
C 0.660772 -1.978629 10.455657 0.681 -1.302 0.085 -1.2832
C -1.417079 4.169761 -1.055871 0.291 -1.323 0.012 0.7804
H -2.767378 1.171987 5.464173 -0.348 0.085 -0.273 0.3061
H 2.130887 3.425569 6.833984 -0.237 0.048 0.207 0.3173
H -2.554090 -1.296331 -10.945330 -0.120 -0.388 -0.381 0.3831
H -1.314825 -0.573903 4.692774 0.430 -0.123 0.270 0.0371
H -1.025893 -2.164129 -7.471693 -0.172 0.422 -0.326 0.1750
H 4.816741 2.963435 -0.141708 0.327 0.204 0.287 0.3325
H -0.350835 -3.458785 -5.571461 -0.411 -0.062 0.127 0.3502
H 1.751744 -2.045211 10.411097 0.014 0.652 -0.116 0.3268
H -5.320247 4.000119 -0.320128 -0.273 0.805 -0.371 0.3616
H 4.405158 1.332900 0.271574 -0.078 -0.051 0.110 0.2850
H -1.414157 -2.725347 -10.914519 -0.522 -0.193 -0.399 0.3162
H 9.070241 1.958740 3.718293 -0.109 -0.225 0.084 0.2220
H -7.530489 -5.100200 -8.283605 0.117 -0.179 0.046 0.3420
H -1.002511 -1.790630 9.113449 0.057 -0.120 -0.212 0.2346
H 2.772132 0.604000 7.832606 0.351 0.108 -0.093 0.2938
H 2.071198 -0.560732 2.959127 -0.319 0.045 -0.078 0.1612
H 3.280163 3.561457 2.076996 0.628 0.228 -0.267 0.4361
H -3.749092 -3.507609 -10.221424 -0.103 0.014 0.056 0.2879
H -3.808429 -2.159598 -9.060527 -0.041 -0.148 0.159 0.3294
H -4.033506 3.062977 -0.655210 0.412 0.076 -0.682 0.2802
H 0.637235 0.516985 -3.403875 0.310 -0.083 -0.019 0.4393
H -3.749511 -0.187317 4.725463 0.257 0.179 -0.306 0.4042
H 3.695528 2.983490 7.457604 0.020 -0.036 -0.084 0.3860
H -4.656863 4.100675 -1.998976 0.020 0.026 -0.047 0.2828
H -5.164947 -5.326547 -8.701895 -0.115 -0.219 0.052 0.2928
H 2.754407 -0.347790 -2.313610 -0.006 0.275 -0.260 0.3423
H 0.321093 -2.830961 8.495873 -0.024 0.069 0.008 0.3217
H -5.279932 -5.838624 -6.984673 0.410 0.000 -0.112 0.2905
H -0.952256 -2.237352 -4.440972 0.162 0.193 0.017 0.2309
H -0.178440 0.686211 -1.904311 0.138 -0.223 0.519 0.2345
H -7.034131 -3.509555 -7.775645 0.304 0.043 -0.018 0.3168
H 9.242978 2.514274 2.073788 -0.250 0.009 -0.193 0.3007
H -1.618076 -0.833101 -6.385283 -0.410 0.023 -0.455 0.2606
H -1.433953 -1.573392 -9.687473 -0.273 -0.015 0.335 0.2909
H 1.747417 4.230627 -1.612324 0.119 -0.050 0.323 0.3242
H 2.696686 1.993575 1.814677 -0.122 -0.093 -0.281 0.0546
H 2.476441 3.233979 0.580549 0.258 -0.241 -0.202 -0.0763
H -7.236647 -4.788798 -6.572844 -0.154 0.174 -0.026 0.3198
H 0.751960 2.990332 -2.317767 -0.207 -0.234 0.171 0.3052
H 2.982233 1.078724 6.121006 0.220 0.200 0.111 0.2653
H -3.424681 5.348507 0.600580 0.385 -0.758 0.169 0.3485
H 0.918446 3.040978 -0.518331 0.015 -0.216 -0.085 0.0357
H 8.891015 0.801827 2.351534 -0.010 -0.043 0.063 0.2966
H 0.333533 -1.220529 11.160707 -0.006 0.282 -0.294 0.3046
H 0.439515 -1.970920 -5.596898 -0.182 0.559 0.280 0.4002
H 2.378765 2.909137 8.563834 -0.518 -0.084 -0.104 0.3046
H 0.624796 -1.553271 3.070332 -0.193 -0.068 -0.610 0.2324
H -3.682040 0.013100 6.447463 0.024 0.212 0.006 0.2997
H 0.221410 -0.947839 -2.535801 -0.222 0.042 0.001 0.3198
H 2.110026 0.957421 -1.210867 0.488 -0.118 0.052 -0.1973
H 0.464095 -2.953719 10.918758 -0.592 0.104 -0.143 0.3997
H -2.033771 -1.779305 5.746604 -0.101 0.044 0.159 0.3105
H 2.212061 -2.201930 3.347711 0.043 -0.618 -0.770 0.3424
H -3.972082 6.062952 -0.849208 0.165 0.169 0.137 0.2192
```
Positions in Å, forces in eV/Å.



[3]
Molecular formula: C6H18O5
Method: DFT, ωB97M-V/def2-TZVPD

2S+1: 2
LUMO (spin up / spin down): -0.12523 / -0.26376 Eh
E_HOMO (spin up / spin down): -13.776 / -14.234 eV
HOMO-LUMO gap (spin up / spin down): 10.4 / 7.1 eV
Energy above the lowest of the compared OMol25 structures with the same formula, charge and spin: 0.00 kJ/mol
Net charge: +1

```
29
Properties=species:S:1:pos:R:3:forces:R:3:nbo_charge:R:1
O 1.483611 -1.652563 -1.378425 0.256 0.123 -0.092 -0.9792
O 2.229443 -1.500866 2.277722 -0.107 -0.173 -0.467 -0.9433
O -1.037429 -1.641580 -0.695971 1.318 0.074 -0.128 -1.0064
O -1.546023 -0.080301 1.703390 0.035 0.808 -0.861 -0.5857
O 3.827675 -1.432717 -0.002201 -0.517 0.312 0.003 -0.9810
C -0.866047 0.437736 -3.110350 -1.522 1.560 0.650 -0.6802
C -1.120388 1.820330 2.904948 -0.793 0.515 0.907 -0.7031
C -0.826985 1.272748 -1.854966 0.476 -0.339 -0.210 0.0447
C -1.496849 1.938880 0.419764 -0.646 -0.124 -2.938 -0.1673
C -1.459700 1.237547 1.578718 0.572 -1.181 3.104 0.4966
C -1.698294 1.218042 -0.811385 -0.017 0.507 -0.189 -0.2242
H 1.979222 -2.464747 -1.195228 -0.052 0.223 -0.084 0.5062
H -1.924729 0.199967 -3.241178 0.160 -0.627 -0.199 0.2291
H -1.453315 3.013955 0.317085 0.747 0.079 0.658 0.2623
H -0.184229 1.429646 3.301446 0.088 -0.066 -0.266 0.2612
H 1.537653 -1.620194 1.616877 -0.195 -0.099 0.202 0.4718
H 0.082633 1.833509 -1.714926 0.145 0.488 0.062 0.2021
H 3.320619 -1.459944 0.824931 0.354 0.302 0.160 0.4906
H -0.027439 -1.582322 -0.702958 -1.103 -0.117 0.172 0.5032
H 4.344777 -2.227771 0.037176 0.658 -0.513 -0.100 0.4792
H -2.560405 0.575780 -0.872673 -0.042 -0.588 0.035 0.2416
H -1.571313 -0.584329 0.856380 -0.102 -0.024 -0.289 0.5439
H -0.242999 -0.443766 -2.991425 0.230 0.066 -0.386 0.2590
H -1.138977 -1.844619 -1.640667 -0.612 -0.051 0.461 0.4869
H 2.171345 -0.967517 -1.318289 -0.006 -0.354 0.101 0.5163
H -1.143925 2.899163 3.031863 0.304 0.145 -0.772 0.2535
H -0.623332 1.102097 -3.957362 0.459 -0.612 0.242 0.2590
H 1.824796 -1.000070 2.984434 -0.018 0.149 0.309 0.4894
H -1.879399 1.523917 3.633280 -0.071 -0.485 -0.085 0.2736
```
Positions in Å, forces in eV/Å.



[4]
Molecular formula: C4H20B2Cl3CoCrN4O20
Method: DFT, ωB97M-V/def2-TZVPD

2S+1: 8
LUMO (spin up / spin down): 0.00525 / 0.00197 Eh
E_HOMO (spin up / spin down): -6.792 / -6.835 eV
HOMO-LUMO gap (spin up / spin down): 6.9 / 6.9 eV
Energy above the lowest of the compared OMol25 structures with the same formula, charge and spin: 0.00 kJ/mol
Net charge: -1

```
55
Properties=species:S:1:pos:R:3:forces:R:3:nbo_charge:R:1
Co 1.349904 1.731083 1.034782 0.737 0.369 -0.837 1.5714
Cr -0.242889 -1.130711 -2.049818 1.208 1.755 0.436 1.4521
Cl 4.101011 -0.585079 0.628761 -1.017 -0.525 -0.094 2.5601
Cl 2.246432 0.571272 -4.183801 0.380 -0.032 -0.049 2.5673
Cl -1.689485 3.141738 2.689317 -0.033 1.286 -0.116 2.5653
O -1.576937 0.736790 -2.350825 -0.444 -0.189 -0.124 -0.4173
O 1.104857 0.195333 -3.300954 -1.125 -0.947 0.549 -0.9817
O 2.458286 1.968970 -4.007987 -0.087 -0.154 -0.116 -0.8028
O -0.636756 2.383576 2.032256 0.569 -0.699 -0.247 -0.9518
O -3.614468 0.413926 -1.707442 0.237 -0.088 0.179 -0.3700
O 5.400407 -0.562679 1.227246 0.023 0.169 -0.142 -0.8329
O 1.857910 0.257522 -5.530380 -0.131 0.019 -0.070 -0.8563
O 1.729606 0.802910 2.962125 -0.548 -0.270 0.113 -0.4482
O -3.576147 -3.303254 -1.018092 0.200 -0.061 -0.219 -0.3175
O 3.382074 -0.195545 -3.791512 -0.081 -0.023 -0.035 -0.8114
O -1.447914 3.121322 4.106308 -0.240 -0.403 0.016 -0.8542
O -1.658565 4.503589 2.219285 0.058 -0.370 -0.014 -0.8461
O 0.046595 -2.938064 -0.605405 -0.153 -0.250 -0.259 -0.4693
O 4.142140 -0.790291 -0.785258 0.323 0.064 0.144 -0.8165
O 3.155438 1.229652 4.502690 0.152 -0.274 0.036 -0.3136
O -2.950811 2.545862 2.332538 0.011 -0.265 0.257 -0.8622
O 3.293674 -1.625190 1.241128 0.027 -0.064 0.176 -0.9013
O 3.427692 0.692040 0.898607 -0.062 0.630 0.164 -0.9451
O 1.434649 -4.402760 0.133548 0.012 0.141 -0.002 -0.2949
O -2.236570 -2.128831 -2.209836 0.017 -0.332 -0.608 -0.4496
N 0.451705 -3.724174 0.239883 0.206 -0.443 -0.035 0.5696
N -3.231358 -2.825033 -2.071053 -0.064 0.404 0.714 0.5700
N -2.610000 1.086971 -1.788450 -0.111 0.445 -0.783 0.5664
N 2.157896 0.695775 4.097695 0.092 0.947 0.184 0.5663
C 1.282013 0.016915 5.094516 -0.497 -0.101 -0.727 -0.4761
C -2.633427 2.475518 -1.282846 0.058 0.558 1.032 -0.4988
C -4.103936 -3.050513 -3.230304 -1.082 -0.287 -0.858 -0.4902
C -0.389544 -3.885581 1.463046 0.080 -0.504 -0.380 -0.4797
B 1.552865 3.140292 -0.667239 1.666 0.631 -0.296 -0.8079
B 0.239729 -0.010934 -0.119773 0.677 0.904 -0.777 -0.7741
H 0.071120 -3.295830 2.248400 -0.231 0.278 -0.043 0.2550
H -3.123273 3.144046 -1.986292 0.033 -0.341 -0.355 0.2396
H 1.830174 -0.775034 5.588557 0.171 0.220 0.216 0.2330
H -0.341128 -4.938802 1.724186 0.141 0.015 0.045 0.2287
H 0.672101 3.119260 0.112894 -1.254 -0.078 1.101 -0.0420
H -5.120451 -3.189840 -2.874666 0.124 -0.029 0.325 0.2435
H -3.822874 -3.967135 -3.745657 0.368 0.021 0.180 0.2455
H -3.204438 2.496049 -0.355645 0.015 -0.217 0.002 0.2640
H 1.167187 -0.553918 -0.597378 0.776 -0.677 -0.363 0.0296
H 0.074072 0.977185 -0.744721 -0.033 0.414 0.005 0.0650
H 0.929165 0.828961 5.723298 0.187 -0.168 0.338 0.2502
H 2.416586 3.838986 -0.212928 0.222 0.411 0.322 0.0128
H -1.617854 2.809860 -1.085281 0.084 -0.176 -0.187 0.2752
H 0.431150 -0.372894 4.544647 0.062 -0.084 -0.015 0.2333
H 2.139275 2.093245 -0.802677 -0.248 -0.796 -0.019 0.0244
H -1.401046 -3.635847 1.164078 0.015 0.445 0.332 0.2373
H -0.744408 -0.624348 -0.314487 -1.499 -1.080 0.035 -0.0088
H 1.152189 3.597997 -1.680915 -0.396 -0.119 -0.350 0.0466
H -4.124226 -2.232483 -3.943065 0.595 0.228 0.268 0.2505
H 0.400601 0.128123 1.034895 -0.190 -0.308 0.950 -0.0019
```
Positions in Å, forces in eV/Å.



[5]
Molecular formula: CH2OS2
Method: DFT, ωB97M-V/def2-TZVPD

LUMO (spin up / spin down): -0.14828 / -0.14842 Eh
E_HOMO (spin up / spin down): -9.053 / -9.021 eV
HOMO-LUMO gap (spin up / spin down): 5.0 / 5.0 eV
Energy above the lowest of the compared OMol25 structures with the same formula, charge and spin: 632.87 kJ/mol

```
6
Properties=species:S:1:pos:R:3:forces:R:3:nbo_charge:R:1
S 1.143255 1.231663 -0.217334 0.765 -2.502 -0.188 1.2730
S -1.992254 1.549291 -0.187092 1.613 -0.393 0.577 -0.2443
O 1.435245 2.239561 0.758719 -0.363 1.251 0.743 -0.8505
C 2.239491 0.092001 -0.447256 -1.666 1.379 -0.525 -0.5036
H 2.325734 -0.727590 -1.158446 -0.303 0.059 0.237 0.2271
H -1.589478 1.801203 -1.411753 -0.045 0.206 -0.844 0.0983
```
Positions in Å, forces in eV/Å.



[6]
Molecular formula: C2H3N3
Method: DFT, ωB97M-V/def2-TZVPD

LUMO: 0.02260 Eh
E_HOMO: -10.132 eV
HOMO-LUMO gap: 10.7 eV
Energy above the lowest of the compared OMol25 structures with the same formula, charge and spin: 182.11 kJ/mol

```
8
Properties=species:S:1:pos:R:3:forces:R:3:nbo_charge:R:1
N 0.467044 -0.761644 -0.125724 0.307 -1.032 -0.335 -0.3987
N -1.663433 0.463909 -0.104599 0.451 -1.381 -0.241 -0.8624
N 3.481655 -0.141258 0.008950 0.570 -1.831 -0.301 -0.7343
C 2.912503 0.857894 -0.074031 -0.529 1.598 0.056 0.2895
C -0.602946 -0.345982 -0.178356 -0.181 1.015 0.603 0.4152
H 3.595099 -1.125317 -0.177142 0.077 0.388 0.262 0.4477
H -2.580120 0.074156 -0.006318 -0.138 0.435 -0.061 0.4200
H -1.413609 1.419702 -0.172150 -0.556 0.807 0.016 0.4229
```
Positions in Å, forces in eV/Å.



Here are the calculated E numbers, same order: -365.006227 -2908.855731 -615.292249 -5744.512677 -910.674536 -242.203316 (a.u.).